1.
C13H24N4O | ωB97M-V/def2-TZVPD

Structure (XYZ):
```
42
Properties=species:S:1:pos:R:3:nbo_charge:R:1
O -3.5725 -0.7301 1.5497 -0.545
N 1.2580 2.6791 -0.5043 -0.191
N 0.4381 3.1937 -1.3718 -0.183
N 3.0716 3.1289 -1.9396 -0.194
N 2.2464 3.6475 -2.8140 -0.194
C 0.5246 -1.7613 -0.3236 -0.391
C -0.0012 4.2310 -3.5150 -0.653
C -1.6542 -2.8056 0.5347 -0.398
C 3.0723 0.6257 0.6412 -0.382
C 2.0003 -1.6111 0.0424 -0.390
C 2.6135 -0.3011 -0.4830 -0.404
C -0.1466 -2.9876 0.3026 -0.396
C 3.4874 2.0323 0.1913 -0.448
C -3.4197 -1.9901 2.1725 -0.055
C -4.8840 -0.2300 1.6476 -0.245
C -1.9862 -2.4453 1.9812 -0.411
C 0.9481 3.6628 -2.5181 0.319
C 2.5632 2.6523 -0.8051 0.331
H -5.5765 -0.7840 0.9988 0.163
H 1.8695 0.2083 -1.1054 0.196
H -0.6620 3.4489 -3.8922 0.237
H 3.9413 0.1679 1.1263 0.208
H 0.3446 -3.2139 1.2573 0.192
H 3.5001 2.6950 1.0626 0.233
H 2.5635 -2.4697 -0.3377 0.200
H -2.0255 -2.0036 -0.1118 0.211
H 0.4368 -1.8174 -1.4148 0.198
H -4.1181 -2.7135 1.7211 0.157
H 3.4696 -0.5201 -1.1301 0.203
H -1.3258 -1.6377 2.3177 0.206
H -3.6692 -1.9122 3.2409 0.164
H -0.0029 -0.8500 -0.0118 0.199
H -4.8641 0.8153 1.3377 0.194
H -5.2570 -0.2836 2.6800 0.162
H 2.2931 0.6980 1.4062 0.209
H -1.8058 -3.3114 2.6283 0.202
H 0.0167 -3.8566 -0.3417 0.202
H -0.6236 4.9922 -3.0423 0.237
H 4.4937 2.0370 -0.2310 0.230
H -2.1956 -3.7156 0.2566 0.196
H 0.5533 4.6754 -4.3393 0.237
H 2.0849 -1.6401 1.1360 0.193
```

The SMILES is COCCCCCCCCCc1nnc(C)nn1. As for the HOMO energy: -9.1 eV. The relative energy (zero: lowest compared OMol25 entry of this formula, charge and spin) comes out at 0.000 eV. The value obtained for the HOMO-LUMO gap is 8.64 eV. The value obtained for the strongest force on any atom is 0.23 eV/A. The value obtained for the lowest unoccupied orbital energy is -0.428 eV.

=====

2.
C13H25B3F4O17S | ωB97M-V/def2-TZVPD

Structure (XYZ):
```
63
Properties=species:S:1:pos:R:3:nbo_charge:R:1
S -0.1924 2.5031 -0.4894 1.865
F -0.0694 3.2695 1.9438 -0.318
F 3.2400 -0.7636 -1.2934 -0.450
F -2.1062 2.9236 1.3008 -0.289
F -0.7836 1.2194 1.7456 -0.293
O -0.2168 3.8933 -0.8355 -0.899
O -0.9379 1.6157 -1.3347 -0.909
O -2.1133 4.1256 6.8932 -0.635
O 2.6917 2.6228 -0.4471 -0.859
O 4.1092 0.8578 0.1846 -0.878
O -1.8714 -3.3479 5.1019 -0.492
O 2.2014 -2.9195 -6.5032 -0.497
O 1.7489 0.5237 -0.0377 -0.865
O -2.6598 -2.6238 -5.1109 -0.492
O -1.4798 -1.4033 4.0246 -0.648
O -2.8246 -0.5111 -4.7178 -0.489
O 3.5241 -1.1108 -6.7744 -0.645
O -0.2148 3.0405 7.4566 -0.499
O 3.2472 -2.6803 -8.3733 -0.496
O -0.8271 -1.5099 -4.4037 -0.662
O -0.9065 2.9145 5.4187 -0.500
O -0.9872 -1.7192 6.2046 -0.493
C -1.8616 3.2433 4.4067 -0.246
C 4.1345 -1.9344 -9.2063 -0.255
C -0.8711 2.4479 1.2467 0.745
C -0.3752 3.5241 8.7921 -0.256
C -0.4996 -0.3758 6.2453 -0.254
C 3.0375 -2.1349 -7.1734 0.978
C -2.3978 -3.8765 3.8836 -0.256
C 1.8794 -2.4530 -5.1853 -0.253
C -1.8757 -3.8161 -5.1598 -0.257
C -1.4488 -2.0884 5.0129 0.978
C -1.1734 3.4324 6.6162 0.977
C -2.2243 0.7256 -4.3143 -0.263
C -1.9906 -1.5428 -4.7137 0.985
B 3.0679 0.1712 -0.3974 1.385
B 3.6367 2.1238 0.4760 1.006
B 1.5838 1.8458 -0.3214 0.845
H -1.3057 3.1604 9.2234 0.194
H 1.3900 -1.4880 -5.2277 0.211
H -1.8494 0.6599 -3.2971 0.214
H -2.5382 -4.6090 -5.4941 0.197
H -1.4219 1.0015 -4.9965 0.188
H -1.6365 -3.8814 3.1059 0.192
H 0.3332 -0.2474 5.5569 0.192
H -1.9022 4.3195 4.2467 0.195
H 5.1185 -1.8562 -8.7478 0.191
H -3.2638 -3.3035 3.5583 0.193
H 0.4623 3.1362 9.3646 0.195
H -2.8466 2.8620 4.6699 0.194
H 3.9158 2.6935 1.4706 -0.079
H 2.7772 -2.3991 -4.5703 0.185
H -1.2936 0.3285 6.0094 0.193
H -1.5235 2.7788 3.5020 0.181
H -3.0005 1.4838 -4.3572 0.195
H 1.1951 -3.1744 -4.7551 0.196
H -0.1534 -0.1929 7.2581 0.197
H -0.3515 4.6117 8.8119 0.195
H -2.7016 -4.8975 4.0952 0.196
H 4.2164 -2.4824 -10.1406 0.194
H 3.7331 -0.9425 -9.4052 0.192
H -1.0571 -3.7101 -5.8702 0.193
H -1.4896 -4.0634 -4.1721 0.190
```

As for the HOMO energy: -10.7 eV. The relative energy (zero: lowest compared OMol25 entry of this formula, charge and spin) comes out at 0.275 eV. The value obtained for the HOMO-LUMO gap is 10.23 eV. The value obtained for the strongest force on any atom is 1.64 eV/A. The value obtained for the lowest unoccupied orbital energy is -0.517 eV.

=====

3.
C13H25BBr3N4O2 | ωB97M-V/def2-TZVPD

Structure (XYZ):
```
48
Properties=species:S:1:pos:R:3:nbo_charge:R:1
Br 6.2824 -1.9788 2.6892 -0.001
Br 2.6199 -1.3383 -1.0696 0.399
Br 4.1003 -3.0327 -0.0678 0.006
O 1.2368 1.5648 -2.6930 -0.846
O -2.9006 3.2643 -0.6431 -0.516
N 0.9161 -0.8258 -0.4267 -0.268
N -1.6612 1.4089 0.0098 -0.597
N -1.0635 -0.8070 0.5301 -0.473
N 0.4149 0.4430 -0.6099 -0.476
C -6.0792 2.8808 -1.2242 -0.607
C 2.3690 2.2760 -0.4866 -0.796
C 5.6188 -3.9739 0.7489 -0.463
C -1.5826 2.7458 -0.5597 0.088
C -1.0267 -3.7132 0.8952 -0.179
C 1.6459 2.8936 0.7733 -0.606
C -1.1741 -4.3713 2.0802 -0.377
C -3.6046 2.5913 -1.7081 -0.092
C 5.6406 -3.7600 2.2381 -0.456
C -0.7959 0.4071 -0.0320 0.599
C -4.8738 1.8952 -1.0952 -0.420
C 0.3167 -2.9749 0.6604 -0.511
C 0.0208 -1.5453 0.2673 0.455
B 1.2995 1.4210 -1.3305 1.117
H 0.9701 -3.4670 -0.0886 0.245
H -5.0879 0.9208 -1.5631 0.213
H 3.0905 1.5382 -0.0901 0.257
H -3.0136 1.8030 -2.2108 0.176
H 2.8177 3.0576 -1.1186 0.236
H 1.1086 3.8257 0.5299 0.212
H 5.4690 -5.0269 0.5121 0.237
H 2.4187 3.1280 1.5283 0.234
H 6.5187 -3.6214 0.2517 0.242
H -3.9038 3.3050 -2.4994 0.198
H -0.4272 -5.1312 2.3576 0.207
H -1.9996 -4.1089 2.7546 0.222
H -6.0522 3.2908 -2.2521 0.202
H 1.6150 2.4432 -2.8659 0.513
H -1.0393 3.4625 0.0833 0.201
H -4.6506 1.7763 -0.0182 0.197
H 0.9533 2.1847 1.2588 0.199
H -7.0436 2.4002 -1.0083 0.223
H -1.7849 -3.7227 0.0997 0.225
H -1.1640 2.7896 -1.5845 0.183
H 4.6626 -3.8698 2.7002 0.229
H -2.5188 1.2117 0.5189 0.446
H -5.8839 3.7449 -0.5615 0.214
H 6.3402 -4.4460 2.7115 0.246
H 0.8856 -2.9590 1.6084 0.263
```

As for the net charge: +1. As for the HOMO energy: -11.1 eV. The value obtained for the HOMO-LUMO gap is 7.11 eV. The value obtained for the strongest force on any atom is 3.90 eV/A. The value obtained for the lowest unoccupied orbital energy is -4.003 eV.

=====

4.
C13H25BNO3 | ωB97M-V/def2-TZVPD

Structure (XYZ):
```
43
Properties=species:S:1:pos:R:3:nbo_charge:R:1
O 2.4195 1.2476 -2.6416 -0.724
O 1.0853 2.5947 -1.2065 -0.728
O 4.2530 -0.7637 -2.1358 -0.479
N -3.9851 -1.6096 0.7269 -0.302
C 5.4745 -0.8504 -1.2530 -0.209
C -5.7616 -1.1780 2.5922 -0.504
C 2.3853 2.5099 -0.7133 -0.077
C -0.1928 -0.9199 -2.3933 -0.606
C -0.0821 0.0990 -0.0104 -0.377
C -4.1825 -2.0131 4.4072 -0.613
C -5.0641 -0.8686 3.9213 -0.379
C -1.6152 0.0986 -0.0134 -0.608
C 5.0873 0.3187 -2.1286 0.112
C 3.2567 2.1060 -1.9608 0.098
C 4.5811 1.5524 -1.3843 -0.450
C 0.5955 -0.0456 -1.3968 -0.510
C -4.7808 -1.4267 1.5343 0.269
B 1.0066 1.4073 -2.1028 0.650
H 2.4223 1.6286 -0.0510 0.132
H 5.3617 2.2854 -1.6061 0.194
H -4.4574 0.0318 3.8117 0.215
H -1.9580 0.8700 -0.7051 0.201
H 5.9037 -1.7086 -1.7532 0.194
H -0.9328 -1.5824 -1.9378 0.176
H 3.4222 3.0474 -2.5106 0.126
H -5.8253 -0.6529 4.6745 0.199
H -0.6654 -0.3316 -3.1807 0.201
H -6.3985 -2.0587 2.6906 0.234
H 0.2082 1.6941 -3.0021 -0.155
H 0.5218 -1.5741 -2.9015 0.194
H 5.7202 0.4893 -2.9999 0.164
H 5.0210 -0.9234 -0.2745 0.196
H -6.3905 -0.3401 2.2899 0.245
H -1.9986 -0.8693 -0.2900 0.211
H 4.5289 1.2725 -0.3365 0.197
H -3.3731 -2.2158 3.7052 0.227
H -3.7287 -1.7646 5.3668 0.212
H 0.3182 0.9692 0.5131 0.196
H -1.9659 0.3228 0.9966 0.176
H -4.7629 -2.9294 4.5350 0.197
H 2.7739 3.4186 -0.2431 0.149
H 0.2373 -0.7656 0.5930 0.157
H 1.5372 -0.5718 -1.2256 0.200
```

As for the net charge: -1. As for the HOMO energy: -3.5 eV. The relative energy (zero: lowest compared OMol25 entry of this formula, charge and spin) comes out at 0.000 eV. The value obtained for the HOMO-LUMO gap is 5.92 eV. The value obtained for the strongest force on any atom is 3.16 eV/A. The value obtained for the lowest unoccupied orbital energy is 2.431 eV.

=====

5.
C13H25Br3O6S3 | ωB97M-V/def2-TZVPD

Structure (XYZ):
```
50
Properties=species:S:1:pos:R:3:nbo_charge:R:1
Br -26.5168 35.5945 8.7649 0.215
Br -28.0653 37.1812 6.3062 0.046
Br -28.5868 34.0269 6.7881 0.288
S -28.6095 34.9620 11.6408 2.106
S -30.4541 30.1840 8.3142 2.113
S -25.2654 32.5689 8.5882 2.121
O -30.6954 28.8660 7.7756 -0.912
O -29.1677 35.7262 12.7487 -0.916
O -31.0333 30.5995 9.6176 -0.946
O -23.8524 32.2000 8.3589 -0.925
O -26.1396 33.1096 7.5297 -1.003
O -27.1797 34.6884 11.5444 -0.977
C -28.6774 30.6363 8.2180 -0.671
C -29.7497 31.5342 6.1326 -0.442
C -26.1094 31.0874 9.3186 -0.634
C -29.5753 33.3828 11.3049 -0.616
C -26.0895 32.7411 11.0972 -0.379
C -29.4126 33.2081 9.8064 -0.463
C -25.8011 31.2415 10.8026 -0.447
C -30.9342 31.5004 7.1156 -0.658
C -29.7264 34.5828 9.1394 -0.439
C -28.5111 31.5611 6.9756 -0.433
C -25.3311 33.5820 10.0153 -0.687
C -29.1509 35.6902 10.0264 -0.666
C -27.2388 35.4871 6.9364 -0.433
H -28.3784 32.9368 9.5943 0.199
H -28.3996 32.6014 7.2815 0.160
H -24.3176 33.9446 10.1868 0.259
H -25.7500 30.2500 8.7205 0.251
H -29.2379 32.6784 12.0653 0.252
H -25.8559 34.4726 9.6696 0.176
H -29.2998 34.5156 8.1386 0.160
H -30.7749 34.7979 8.9331 0.214
H -30.5326 33.8072 11.6076 0.244
H -26.3466 30.5722 11.4679 0.225
H -26.4555 35.3156 6.1981 0.240
H -27.1720 31.2807 9.1712 0.232
H -29.7609 30.7810 5.3448 0.238
H -28.1719 29.6850 8.3841 0.257
H -27.6202 31.2306 6.4417 0.246
H -31.8799 31.1089 6.7408 0.256
H -28.3562 36.3804 9.7432 0.252
H -29.8048 32.4410 5.5304 0.221
H -27.1588 32.9523 11.0896 0.227
H -25.6467 32.9890 12.0619 0.239
H -24.8246 30.9463 11.1865 0.228
H -31.1089 32.4802 7.5599 0.231
H -30.0516 32.4664 9.3272 0.266
H -29.9928 36.2558 10.4258 0.239
H -28.6053 31.3221 9.0621 0.245
```

As for the HOMO energy: -9.4 eV. The relative energy (zero: lowest compared OMol25 entry of this formula, charge and spin) comes out at 10.495 eV. The value obtained for the HOMO-LUMO gap is 8.75 eV. The value obtained for the strongest force on any atom is 11.17 eV/A. The value obtained for the lowest unoccupied orbital energy is -0.682 eV.

=====

6.
C13H25N2O3SiYb | ωB97M-V/def2-TZVPD

Structure (XYZ):
```
45
Properties=species:S:1:pos:R:3:nbo_charge:R:1
Yb -0.6735 -1.0277 -0.1122 2.371
Si -0.3315 -0.2323 5.1118 1.567
O -1.9223 -0.0232 -1.5327 -0.822
O 0.8059 -1.8571 -1.4183 -0.821
O 0.5183 0.6764 -1.3676 -0.577
N 2.6621 -1.9023 -2.7103 -0.311
N -2.6295 1.6497 -2.8720 -0.309
C -0.4556 -0.5273 3.2655 -0.247
C -0.9311 -1.7360 6.0070 -1.110
C 2.6777 -3.3718 -2.8071 -0.422
C 1.4589 0.1074 5.4606 -1.106
C -2.4008 2.9158 -3.5868 -0.421
C -1.6987 1.0344 -2.2056 0.679
C 1.7426 -1.2666 -2.0472 0.677
C -0.2761 1.5743 -2.1569 -0.156
C -0.5117 -0.6820 2.0510 -0.937
C -4.0237 1.1728 -2.8566 -0.423
C -1.3806 1.2527 5.4792 -1.106
C 3.7313 -1.1971 -3.4409 -0.427
C 1.7667 0.2529 -1.9348 -0.160
H 0.1380 1.6557 -3.1623 0.228
H -1.3326 1.4789 6.5461 0.257
H 2.0864 -0.7450 5.1947 0.245
H 3.4095 -0.9833 -4.4589 0.234
H -0.2605 2.5645 -1.6968 0.251
H 1.5925 0.3001 6.5268 0.256
H 2.5604 -3.6503 -3.8529 0.237
H -0.3315 -2.6141 5.7612 0.248
H 1.9296 0.7330 -2.8985 0.231
H -4.6158 1.8416 -2.2335 0.238
H -1.9735 -1.9552 5.7694 0.249
H 4.0249 -0.2882 -2.9228 0.221
H 1.8724 -3.7845 -2.2127 0.244
H 3.6396 -3.7234 -2.4404 0.238
H 2.5759 0.5547 -1.2652 0.254
H 1.8148 0.9832 4.9157 0.243
H -2.4266 1.0757 5.2228 0.246
H -4.0601 0.1625 -2.4684 0.243
H -1.0352 2.1330 4.9349 0.243
H -1.3517 3.0519 -3.8275 0.216
H -0.8608 -1.5744 7.0838 0.259
H -2.9629 2.8812 -4.5166 0.247
H -4.3981 1.1989 -3.8768 0.237
H 4.5961 -1.8540 -3.4703 0.253
H -2.7590 3.7446 -2.9778 0.241
```

As for the multiplicity: 2. As for the net charge: +2. As for the HOMO energy (spin up / spin down): -14.5 / -14.5 eV. The relative energy (zero: lowest compared OMol25 entry of this formula, charge and spin) comes out at 0.000 eV. The value obtained for the HOMO-LUMO gap (spin up / spin down) is 7.89 / 7.00 eV. The value obtained for the strongest force on any atom is 0.39 eV/A. The value obtained for the lowest unoccupied orbital energy (spin up / spin down) is -6.565 / -7.450 eV.